A 2-piece molecular cluster, CH6ClIN2OP overall at a distorted geometry, computed with ωB97M-V with the def2-TZVPD basis set.

CARTESIAN COORDINATES (ANGSTROEM)
C -1.13846 1.65605 -3.51791
N -1.17987 -1.04104 2.57148
N 1.02378 -0.30284 1.90535
O 1.66824 -0.31149 -0.52873
P 0.33818 -1.00425 3.15654
Cl -1.50532 3.19407 -3.48533
I 0.24649 0.68387 -2.32117
H -1.58305 1.07919 -4.29622
H -1.35920 -0.74143 1.65226
H -1.82955 -1.59277 3.08678
H 2.10368 -0.13375 1.93963
H 1.05873 -0.41561 0.23447
H 2.15636 -1.06998 -0.39715

Total charge: +1
Multiplicity: 1
HOMO (alpha / beta): -12.781 / -12.781 eV
LUMO level (alpha / beta): -6.6 / -6.6 eV

***

A 2-piece molecular cluster, CH6N2O2 overall at a distorted geometry, computed with ωB97M-V with the def2-TZVPD basis set.

CARTESIAN COORDINATES (ANGSTROEM)
C 1.41274 -0.20398 0.22906
H -2.22739 -0.29743 0.88701
H -1.35298 -1.08545 -0.00851
H -1.01227 0.84996 -0.62373
H 0.82010 1.72018 0.90229
H 1.93367 -0.49022 1.14996
H 0.64382 -0.93797 -1.35513
N 0.71897 0.94073 0.23621
N 1.30384 -1.20386 -0.58787
O -2.09601 -0.50398 0.00313
O -0.14450 1.21201 -0.83242

Total charge: 0
SMILES: [H]/N=C\NO.O
Multiplicity: 1
HOMO: -9.237 eV
LUMO level: 0.6 eV

***

A 2-piece molecular cluster, CH6N2OS overall at a distorted geometry, computed with ωB97M-V with the def2-TZVPD basis set.

CARTESIAN COORDINATES (ANGSTROEM)
C 2.63260 2.00152 0.12507
N 2.78392 0.76907 0.13632
N -4.96051 -0.81202 -0.01780
O 2.91835 -1.72256 0.44998
S 2.09179 -0.54326 -0.40431
H 3.39620 2.70557 0.50489
H 1.68318 2.61619 -0.31372
H -4.26013 -0.45626 0.60889
H -4.87443 -0.55866 -0.96992
H -4.86566 -1.82429 0.03267
H 3.45469 -2.17531 -0.15207

Total charge: 0
SMILES: C=NSO.N
Multiplicity: 1
HOMO: -8.767 eV
LUMO level: 0.6 eV

***

One molecule with the formula CH6N2S2 at a distorted geometry, computed with ωB97M-V with the def2-TZVPD basis set.

CARTESIAN COORDINATES (ANGSTROEM)
C 0.60058 -0.18455 -0.44670
N -1.76845 0.31600 0.15487
N -0.30751 0.53608 0.57464
S 2.14461 0.63078 -0.32821
S 0.51155 -1.94584 0.09192
H 0.04656 -0.15031 -1.37707
H -1.78959 0.97071 -0.67122
H -2.30319 0.84272 0.87451
H -0.19166 -0.05114 1.45448
H 1.52865 1.58190 0.34300
H 1.52845 -2.54634 -0.67022

Total charge: 0
SMILES: NNC(S)S
Multiplicity: 1
HOMO: -8.907 eV
LUMO level: 0.9 eV

***

A 2-piece molecular cluster, CH6N2Si overall at a distorted geometry, computed with ωB97M-V with the def2-TZVPD basis set.

CARTESIAN COORDINATES (ANGSTROEM)
C 1.25158 -0.63455 -0.41464
N -1.98817 -0.06506 0.03801
N -2.94813 -0.27810 -0.66143
Si 0.41506 1.02331 0.33990
H 2.20516 -0.16648 -0.70426
H 1.14413 -1.35847 0.38669
H 0.60969 -0.92508 -1.29272
H -1.69941 -0.81455 0.88109
H 0.15473 0.97167 1.78755
H 0.85536 2.24731 -0.36018

Total charge: 0
Multiplicity: 1
HOMO (alpha / beta): -8.244 / -6.529 eV
LUMO level (alpha / beta): 0.0 / -0.3 eV

***

A 2-piece molecular cluster, CH6N2Si overall at a distorted geometry, computed with ωB97M-V with the def2-TZVPD basis set.

CARTESIAN COORDINATES (ANGSTROEM)
C 1.41617 -0.51735 -0.12742
N -2.53068 -0.36279 0.28011
N -1.51060 0.02695 -0.31239
Si 0.00594 0.74342 0.07109
H 1.04787 -1.02631 -0.92898
H 2.34766 0.09728 -0.15422
H 1.64731 -1.16386 0.62857
H -3.05518 -0.98538 -0.38039
H 0.42443 1.59420 1.89292
H 0.20707 1.59386 -0.96928

Total charge: 0
Multiplicity: 1
HOMO: -8.735 eV
LUMO level: -0.1 eV

***

An isolated ion of composition CH6N3 and charge +1 at a distorted geometry, computed with ωB97M-V with the def2-TZVPD basis set.

CARTESIAN COORDINATES (ANGSTROEM)
C 0.24246 -1.70949 -1.09264
N 0.04143 -0.53959 -0.33030
N -0.46713 0.75569 -0.39556
N -0.25551 1.43341 0.82313
H -0.16239 -1.83160 -2.06677
H 0.72341 -2.53199 -0.65290
H 0.62001 -0.56463 0.50452
H 0.56807 2.11192 0.73757
H -0.08291 0.87427 1.65066
H -1.22744 2.00202 0.82230

Total charge: +1
Multiplicity: 1
HOMO (alpha / beta): -13.454 / -13.454 eV
LUMO level (alpha / beta): -4.5 / -4.5 eV

***

An isolated ion of composition CH6N3O2 and charge +1 at a distorted geometry, computed with ωB97M-V with the def2-TZVPD basis set.

CARTESIAN COORDINATES (ANGSTROEM)
C -0.10715 -0.06128 -0.23630
N -0.12576 -0.26429 1.10945
N -1.04218 0.70016 -0.72923
N 1.17247 -0.79847 1.41836
O 0.85340 -0.56042 -0.98583
O -1.44840 0.62721 -2.14269
H -0.71240 0.23262 1.68187
H -1.68904 1.25927 -0.22181
H 1.25624 -0.88666 2.40415
H 1.89146 -0.31456 1.01835
H 1.19195 -1.31099 -0.58689
H -1.24059 1.37741 -2.72944

Total charge: +1
SMILES: NN/C(O)=[NH+]/O
Multiplicity: 1
HOMO: -14.596 eV
LUMO level: -3.6 eV

***

In the order shown, the computed E_tot values come out to -1325.3504 -301.6156 -624.5596 -947.5052 -440.5308 -440.5665 -205.5456 -356.0773 hartree.
In the order shown, the computed energy above the lowest of the compared OMol25 structures with the same formula, charge and spin values come out to 90.58 80.63 54.86 45.66 97.71 75.26 132.91 14.04 kcal/mol.